Density functional theory data (the ωB97M-V functional and the def2-TZVPD basis) for the ion C10H15N2S with charge +1 in a non-equilibrium geometry.

Atoms and positions in Å:
S1 0.427 -1.327 -0.547
N1 0.201 1.329 0.189
N2 -0.329 2.223 0.765
C1 -1.477 -0.663 -2.494
C2 -0.627 0.128 -0.319
C3 2.180 0.115 1.414
C4 -1.292 0.534 -1.620
C5 1.394 0.410 2.532
C6 1.997 -1.113 0.715
C7 0.286 -0.442 2.963
C8 0.837 -2.028 1.159
C9 -0.063 -1.530 2.231
C10 -0.510 1.563 -2.452
H1 -1.392 2.265 0.784
H2 -2.173 -0.575 -3.446
H3 -0.909 2.635 -2.458
H4 -0.539 1.224 -3.415
H5 2.895 0.847 0.986
H6 -1.975 -1.367 -1.811
H7 -0.307 -0.091 3.916
H8 -2.303 1.045 -1.443
H9 2.832 -1.380 0.188
H10 -1.280 -0.230 0.534
H11 0.551 1.642 -2.260
H12 -0.904 -2.106 2.458
H13 1.944 1.099 3.224
H14 -0.539 -1.113 -2.886
H15 1.075 -3.095 1.091

As for the charge: +1. The HOMO energy is -12.31 eV. The spin multiplicity is 1. The energy relative to the best compared isomer or geometry (same formula, charge and spin) comes out at 382.4 kJ/mol. The HOMO-LUMO gap is 7.67 eV.